Entry 1:
The following is a DFT calculation (wB97M-V/def2-TZVPD) of C8H16BeClO as an isolated structure at a distorted geometry.

Summary:
Orbital gap ... 6.68 eV
HOMO ... -13.352 eV
Calculated total energy ... -864.1730 Eh
Maximum force ... 1.78 eV Å⁻¹
LUMO level ... -6.671 eV

The geometry in ORCA input format:
```
! wB97M-V def2-TZVPD RIJCOSX def2/J DEFGRID3
* xyz 1 1
C 2.622 -0.847 -0.001
C 2.731 0.673 -0.050
C 1.562 1.381 0.665
C 0.453 1.747 -0.289
O 0.085 0.741 -1.224
C -1.214 0.638 -1.541
C -2.101 -0.324 -0.740
C -1.400 -0.996 0.432
C -2.253 -2.136 1.006
Cl -2.803 -1.776 2.652
H 3.522 -1.283 -0.433
H 2.561 -1.196 1.029
H 1.781 -1.223 -0.582
H 3.657 0.932 0.460
H 2.799 1.016 -1.083
H 1.887 2.287 1.172
H 1.140 0.670 1.377
H -0.525 1.842 0.175
H 0.644 2.688 -0.820
H -1.253 0.411 -2.607
H -2.464 -1.069 -1.455
H -2.996 0.199 -0.411
H -1.232 -0.277 1.237
H -0.413 -1.349 0.138
H -1.702 -3.070 1.015
H -3.140 -2.282 0.395
Be -1.947 2.604 -0.515
*
```

These are the natural (NBO) partial charges, in e, on atoms 1 to 2: -0.607 -0.395



Entry 2:
The following is a DFT calculation (wB97M-V/def2-TZVPD) of C8H16BrF6NO12S4V as an isolated structure at a distorted geometry.

Summary:
Orbital gap ... 8.71 eV
HOMO ... -6.758 eV
Calculated total energy ... -6982.1147 Eh
Maximum force ... 5.58 eV Å⁻¹
LUMO level ... 1.956 eV

The geometry in ORCA input format:
```
! wB97M-V def2-TZVPD RIJCOSX def2/J DEFGRID3
* xyz -1 1
O 2.419 0.889 -1.632
V 1.252 0.106 -2.323
O -0.090 0.732 -1.657
Br 1.983 0.691 -4.855
C -1.689 -1.658 -3.869
F -1.384 -0.383 -3.855
F -2.973 -1.838 -3.699
F -1.328 -2.199 -5.007
S -0.805 -2.523 -2.404
O -1.360 -1.976 -1.184
O -1.148 -3.908 -2.652
N 0.842 -1.983 -2.508
S 1.587 -3.364 -2.400
O 1.466 -4.062 -1.145
O 1.458 -4.242 -3.541
C 3.434 -2.913 -2.508
F 3.739 -1.957 -1.601
F 4.122 -4.002 -2.201
F 3.746 -2.467 -3.712
O -3.619 3.013 2.185
S -3.476 3.743 0.969
O -4.588 4.497 0.465
O -2.230 4.755 1.044
C -1.070 4.251 1.775
C -1.188 4.728 3.223
C -2.874 2.639 -0.351
H -0.188 4.685 1.316
H -1.003 3.165 1.760
H -0.331 4.396 3.816
H -2.110 4.446 3.722
H -1.168 5.821 3.256
H -1.944 2.133 -0.095
H -2.776 3.082 -1.338
H -3.640 1.863 -0.413
O 1.535 -0.973 0.358
S 1.509 -0.086 1.485
O 1.267 1.320 1.392
O 0.427 -0.609 2.584
C 0.391 -2.027 2.803
C -0.541 -2.742 1.843
C 3.095 -0.369 2.328
H -0.008 -2.217 3.802
H 1.380 -2.481 2.749
H -0.423 -3.826 1.861
H -0.185 -2.493 0.840
H -1.589 -2.467 1.926
H 3.056 0.133 3.293
H 3.823 0.118 1.686
H 3.197 -1.438 2.467
*
```

These are the Löwdin partial charges, in e, on atoms 1 to 2: -0.370 0.569



Entry 3:
The following is a DFT calculation (wB97M-V/def2-TZVPD) of a 4-piece molecular cluster, C8H16Cl8 overall at a distorted geometry.

Summary:
Orbital gap ... 10.67 eV
HOMO ... -10.266 eV
Relative energy (zero: lowest compared OMol25 entry of this formula, charge and spin) ... 25.7 kcal/mol
SMILES ... ClCCCl.ClCCCl.ClCCCl.ClCCCl
Calculated total energy ... -3995.9357 Eh
Maximum force ... 2.26 eV Å⁻¹
LUMO level ... 0.403 eV

The geometry in ORCA input format:
```
! wB97M-V def2-TZVPD RIJCOSX def2/J DEFGRID3
* xyz 0 1
Cl -13.833 15.681 1.800
C -14.028 14.952 0.147
C -13.363 13.583 -0.119
Cl -14.148 12.329 0.838
H -13.666 15.655 -0.604
H -15.085 14.969 -0.120
H -12.290 13.612 0.069
H -13.474 13.278 -1.159
Cl -12.683 13.834 -7.719
C -12.852 13.191 -6.147
C -14.107 13.845 -5.536
Cl -14.304 13.378 -3.817
H -12.003 13.259 -5.467
H -12.837 12.113 -6.306
H -15.025 13.529 -6.031
H -13.970 14.909 -5.732
Cl -11.073 10.453 1.679
C -10.199 9.951 0.222
C -9.346 11.000 -0.379
Cl -10.287 12.350 -1.210
H -10.854 9.497 -0.521
H -9.477 9.225 0.596
H -8.727 10.496 -1.121
H -8.914 11.505 0.484
Cl -14.875 18.462 -0.584
C -14.573 18.442 -2.390
C -15.814 19.015 -3.058
Cl -17.181 17.778 -3.045
H -14.294 17.429 -2.681
H -13.704 19.075 -2.568
H -15.601 19.186 -4.113
H -16.092 19.975 -2.624
*
```

These are the natural (NBO) partial charges, in e, on atoms 1 to 2: -0.063 -0.379



Entry 4:
The following is a DFT calculation (wB97M-V/def2-TZVPD) of C8H16ClNiO6 as an isolated structure at a distorted geometry.

Summary:
Orbital gap (alpha / beta) ... 4.79 / 2.73 eV
HOMO (alpha / beta) ... -12.586 / -12.583 eV
Relative energy (zero: lowest compared OMol25 entry of this formula, charge and spin) ... 32.6 kcal/mol
Expectation value of S² ... 2.011
Calculated total energy ... -2733.9323 Eh
Maximum force ... 2.64 eV Å⁻¹
LUMO level (alpha / beta) ... -7.800 / -9.857 eV

The geometry in ORCA input format:
```
! wB97M-V def2-TZVPD RIJCOSX def2/J DEFGRID3
* xyz 1 3
Ni 1.529 5.591 -2.390
Cl 0.954 3.267 -2.358
C 3.567 -2.330 3.434
C 4.257 -0.947 3.309
O 3.626 -0.157 2.342
C 3.677 -0.567 1.065
O 4.095 -1.641 0.632
O 3.388 0.525 0.383
C 3.202 0.518 -1.032
H 2.488 -2.181 3.453
H 3.784 -2.663 4.449
H 3.858 -3.058 2.677
H 5.344 -0.972 3.236
H 4.122 -0.331 4.198
H 2.388 -0.094 -1.419
H 3.998 -0.052 -1.511
H 2.919 1.490 -1.435
C -1.743 0.648 -3.235
C -2.219 0.185 -1.807
O -3.611 0.507 -1.648
C -4.323 -0.015 -0.605
O -3.923 -0.884 0.159
O -5.517 0.656 -0.552
C -6.534 0.241 0.343
H -0.697 0.953 -3.265
H -2.423 1.396 -3.643
H -1.902 -0.233 -3.856
H -1.648 0.682 -1.024
H -2.110 -0.899 -1.793
H -6.262 0.276 1.398
H -6.859 -0.776 0.126
H -7.426 0.868 0.370
*
```

These are the natural (NBO) partial charges, in e, on atoms 1 to 2: 1.236 -0.231